{
  "formula": "C26H54N3O4",
  "method": "ωB97M-V/def2-TZVPD",
  "symbols": ["C", "C", "C", "O", "C", "N", "C", "C", "C", "C", "O", "H", "H", "H", "H", "H", "H", "H", "H", "H", "H", "H", "H", "H", "H", "H", "H", "H", "H", "C", "C", "C", "C", "C", "C", "N", "O", "C", "C", "C", "H", "H", "H", "H", "H", "H", "H", "H", "H", "H", "H", "H", "H", "H", "H", "H", "H", "H", "C", "C", "C", "C", "C", "C", "N", "O", "C", "C", "C", "H", "H", "H", "H", "H", "H", "H", "H", "H", "H", "H", "H", "H", "H", "H", "H", "H", "H"],
  "coordinates": [[3.18, 2.51, 3.58], [2.29, 2.13, 2.39], [2.32, 3.12, 1.22], [2.29, 4.46, 1.62], [1.00, 4.83, 2.19], [-0.11, 4.43, 1.42], [-1.30, 4.50, 2.20], [-1.60, 3.34, 3.21], [-2.28, 2.06, 2.67], [-1.43, 0.85, 2.27], [-0.81, 1.02, 1.01], [3.20, 1.69, 4.32], [2.82, 3.41, 4.07], [4.22, 2.69, 3.26], [2.61, 1.14, 2.01], [1.25, 2.02, 2.72], [1.46, 2.92, 0.57], [3.25, 2.98, 0.63], [0.98, 4.42, 3.25], [1.11, 5.94, 2.32], [-2.18, 4.57, 1.54], [-1.34, 5.44, 2.84], [-2.29, 3.75, 3.97], [-0.67, 3.08, 3.75], [-2.93, 2.32, 1.81], [-2.93, 1.67, 3.47], [-2.08, -0.04, 2.23], [-0.69, 0.66, 3.07], [0.01, 0.54, 1.00], [-6.19, -0.26, -2.49], [-5.46, -0.13, -1.14], [-4.32, 0.89, -1.22], [-3.09, 0.39, -1.97], [-2.62, -0.95, -1.42], [-3.72, -2.01, -1.42], [-4.91, -1.46, -0.69], [-4.82, -1.58, 0.58], [-4.08, -2.43, -2.85], [-3.26, -3.26, -0.68], [-6.48, 0.32, -0.10], [-6.55, -1.28, -2.66], [-7.06, 0.40, -2.50], [-5.57, 0.02, -3.34], [-4.03, 1.17, -0.21], [-4.71, 1.79, -1.70], [-3.29, 0.32, -3.05], [-2.28, 1.12, -1.85], [-1.77, -1.34, -2.00], [-2.26, -0.81, -0.40], [-4.93, -3.12, -2.85], [-3.22, -2.95, -3.28], [-4.31, -1.60, -3.51], [-2.91, -3.03, 0.32], [-2.44, -3.72, -1.25], [-4.07, -3.99, -0.60], [-7.26, -0.43, 0.04], [-6.94, 1.25, -0.44], [-6.01, 0.50, 0.87], [3.46, -3.99, -0.92], [2.99, -2.58, -1.30], [3.52, -2.17, -2.68], [5.01, -1.80, -2.71], [5.33, -0.76, -1.64], [4.90, -1.20, -0.24], [3.44, -1.56, -0.29], [2.67, -0.55, -0.23], [5.76, -2.36, 0.27], [5.06, -0.04, 0.75], [1.47, -2.55, -1.33], [3.61, -4.08, 0.16], [2.69, -4.71, -1.19], [4.37, -4.29, -1.42], [2.94, -1.31, -3.03], [3.33, -3.00, -3.37], [5.63, -2.69, -2.58], [5.25, -1.40, -3.69], [6.40, -0.54, -1.62], [4.82, 0.18, -1.88], [5.39, -2.72, 1.22], [6.78, -1.99, 0.41], [5.82, -3.20, -0.42], [4.54, 0.85, 0.42], [6.12, 0.19, 0.85], [4.67, -0.32, 1.73], [1.06, -2.77, -0.34], [1.13, -3.32, -2.03], [1.09, -1.59, -1.66]],
  "lowdin_spin": [0.0001, 0.0002, 0.0000, 0.0000, 0.0000, 0.0000, 0.0000, 0.0000, 0.0000, 0.0003, 0.0001, 0.0000, 0.0000, 0.0000, 0.0001, 0.0000, 0.0000, 0.0000, 0.0000, 0.0000, 0.0000, 0.0000, 0.0000, 0.0000, 0.0000, 0.0000, 0.0004, 0.0000, 0.0000, 0.0045, 0.0252, 0.0165, 0.0010, 0.0167, 0.0260, 0.3851, 0.5143, 0.0033, -0.0012, -0.0015, 0.0018, -0.0003, 0.0000, 0.0015, 0.0019, 0.0003, 0.0007, 0.0019, 0.0017, 0.0013, -0.0004, 0.0000, -0.0005, -0.0004, 0.0001, 0.0001, -0.0004, -0.0004, 0.0040, 0.0251, 0.0161, 0.0009, 0.0162, 0.0257, 0.3781, 0.5233, 0.0028, -0.0010, -0.0013, 0.0017, -0.0004, 0.0000, 0.0019, 0.0018, 0.0003, 0.0007, 0.0019, 0.0021, 0.0013, -0.0005, 0.0000, -0.0004, -0.0004, 0.0002, 0.0001, -0.0004, -0.0003],
  "energy_ha": -1488.11795,
  "homo_energy_ev": [-1.517, -1.517],
  "gap_ev": [3.72, 3.72],
  "multiplicity": 3,
  "total_charge": -1
}

{
  "formula": "C5H14S",
  "method": "ωB97M-V/def2-TZVPD",
  "symbols": ["C", "C", "S", "H", "H", "H", "H", "H", "H", "C", "C", "C", "H", "H", "H", "H", "H", "H", "H", "H"],
  "coordinates": [[1.53, 0.13, -2.92], [-1.04, -0.92, -2.14], [-0.28, 0.51, -2.94], [1.87, -0.35, -1.98], [1.92, -0.50, -3.72], [1.90, 1.15, -2.75], [-1.00, -0.94, -1.05], [-0.35, -1.73, -2.39], [-2.00, -1.00, -2.65], [-0.07, -0.31, 2.17], [-0.93, 0.28, 1.01], [0.35, 0.86, 3.06], [-0.65, -1.05, 2.70], [0.76, -0.77, 1.61], [-1.38, -0.53, 0.46], [-0.33, 0.86, 0.31], [-0.48, 1.33, 3.59], [1.10, 0.55, 3.80], [-1.78, 0.84, 1.42], [0.84, 1.60, 2.42]],
  "lowdin_spin": [0.2363, 0.1038, 0.2334, 0.0506, 0.0389, 0.0658, 0.0050, 0.0149, 0.0158, 0.0429, 0.0596, 0.0454, 0.0038, 0.0241, 0.0054, 0.0198, 0.0033, 0.0054, 0.0070, 0.0189],
  "energy_ha": -596.99813,
  "homo_energy_ev": [1.284, -4.934],
  "de_lowest_kcal_mol": 18.3,
  "gap_ev": [2.16, 8.49],
  "multiplicity": 2,
  "total_charge": -1
}

{
  "formula": "C10H10ClNOS",
  "method": "ωB97M-V/def2-TZVPD",
  "symbols": ["C", "C", "C", "C", "C", "C", "C", "C", "C", "C", "N", "O", "S", "Cl", "H", "H", "H", "H", "H", "H", "H", "H", "H", "H"],
  "coordinates": [[0.41, -2.93, 1.57], [0.19, -3.16, 0.21], [0.71, -1.63, 1.75], [-0.02, -2.10, -0.63], [0.87, -0.50, 0.89], [0.16, -0.73, -0.22], [1.38, 0.76, 1.57], [0.92, 2.00, 1.36], [-0.83, 1.47, -0.95], [-1.20, 1.97, -2.30], [-0.71, 0.13, -0.94], [1.52, 2.41, -1.17], [0.39, 2.69, -0.32], [-2.59, 1.87, 0.22], [0.26, -3.66, 2.39], [0.04, -4.19, -0.05], [0.87, -1.35, 2.82], [-0.66, -2.23, -1.47], [1.79, 0.50, 2.49], [1.30, 2.78, 2.09], [-0.23, 2.40, -2.57], [-2.00, 2.72, -2.12], [-1.43, 1.17, -2.88], [-1.14, -0.38, -1.73]],
  "lowdin_charge": [-0.0871, -0.0822, -0.0690, -0.0194, -0.1268, -0.1854, -0.0646, -0.1764, -0.7769, -0.1102, 0.0425, -0.4878, 0.9232, 0.2387, 0.1284, 0.1013, 0.1252, 0.1027, 0.0733, 0.0942, 0.0735, 0.0815, 0.0540, 0.1473],
  "energy_ha": -1375.27937,
  "homo_energy_ev": -8.637,
  "de_lowest_kcal_mol": 71.8,
  "gap_ev": 8.47,
  "multiplicity": 1,
  "total_charge": 0
}

{
  "formula": "C37H44BaN9O9PS4Te",
  "method": "ωB97M-V/def2-TZVPD",
  "symbols": ["Ba", "C", "N", "C", "C", "C", "C", "C", "C", "N", "C", "C", "C", "C", "C", "C", "N", "C", "C", "C", "C", "C", "N", "H", "H", "H", "H", "H", "H", "H", "H", "H", "H", "H", "H", "H", "H", "H", "H", "H", "H", "O", "S", "O", "O", "O", "N", "C", "C", "C", "C", "C", "C", "S", "O", "O", "N", "C", "S", "C", "C", "N", "H", "H", "H", "H", "H", "H", "H", "H", "C", "C", "C", "C", "N", "C", "S", "N", "C", "H", "H", "H", "H", "H", "H", "H", "H", "C", "C", "O", "P", "O", "Te", "O", "C", "C", "H", "H", "H", "H", "H", "H", "H", "H", "H", "H"],
  "coordinates": [[0.10, -0.69, -0.29], [3.45, -1.87, 1.88], [2.89, -0.64, 1.31], [2.68, 0.39, 2.32], [1.53, 0.17, 3.27], [1.60, 0.71, 4.55], [0.53, 0.54, 5.41], [-0.58, -0.16, 4.97], [-0.57, -0.65, 3.67], [0.45, -0.49, 2.84], [3.76, -0.12, 0.26], [3.66, -0.85, -1.06], [4.31, -0.29, -2.16], [4.07, -0.81, -3.41], [3.23, -1.91, -3.53], [2.67, -2.43, -2.38], [2.88, -1.92, -1.16], [2.46, -2.64, 2.71], [2.51, -2.65, 4.10], [1.49, -3.28, 4.80], [0.47, -3.89, 4.09], [0.53, -3.86, 2.70], [1.50, -3.27, 2.03], [4.35, -1.64, 2.49], [3.75, -2.50, 1.04], [2.48, 1.33, 1.80], [3.60, 0.56, 2.91], [2.48, 1.25, 4.85], [0.57, 0.95, 6.42], [-1.44, -0.32, 5.60], [-1.43, -1.18, 3.27], [4.81, -0.09, 0.59], [3.45, 0.91, 0.05], [4.90, 0.61, -2.04], [4.50, -0.35, -4.29], [2.97, -2.34, -4.49], [2.01, -3.29, -2.42], [3.30, -2.13, 4.61], [1.49, -3.27, 5.88], [-0.36, -4.36, 4.60], [-0.25, -4.32, 2.10], [0.18, 2.70, -2.28], [0.72, 1.37, -2.56], [1.40, 1.32, -3.87], [-0.40, 0.36, -2.51], [1.66, 0.91, -1.49], [1.75, -0.24, -6.50], [0.60, -0.83, -5.96], [-0.45, 0.00, -5.57], [-1.50, -0.52, -4.85], [-1.54, -1.88, -4.55], [-0.58, -2.73, -5.06], [0.49, -2.20, -5.77], [-2.65, -2.45, -3.30], [-3.11, -3.77, -3.72], [-3.63, -1.41, -3.09], [-1.78, -2.53, -1.97], [-0.99, -3.58, -1.71], [-1.02, -5.16, -2.52], [0.29, -5.68, -1.51], [0.63, -4.69, -0.65], [-0.09, -3.52, -0.75], [1.92, 0.65, -6.05], [2.57, -0.83, -6.37], [-0.36, 1.07, -5.69], [-2.25, 0.14, -4.45], [-0.63, -3.79, -4.86], [1.29, -2.86, -6.12], [0.73, -6.65, -1.61], [1.43, -4.73, 0.07], [-3.08, 1.79, -2.05], [-3.36, 1.36, -0.66], [-3.79, 2.21, 0.32], [-4.02, 1.70, 1.60], [-3.76, 0.44, 1.93], [-3.32, -0.41, 0.98], [-2.96, -2.02, 1.31], [-3.17, 0.06, -0.31], [-4.62, 2.56, 2.67], [-3.73, 2.62, -2.31], [-3.22, 0.96, -2.74], [-2.03, 2.11, -2.11], [-3.93, 3.26, 0.10], [-2.98, -0.64, -1.04], [-5.71, 2.57, 2.55], [-4.27, 3.59, 2.59], [-4.38, 2.15, 3.65], [-2.15, 5.76, -0.67], [-0.80, 5.09, -0.48], [-1.01, 3.97, 0.38], [0.18, 3.05, 0.99], [-0.27, 1.63, 0.80], [2.32, 3.87, 0.49], [0.03, 3.37, 2.59], [-1.20, 2.98, 3.19], [-1.24, 3.57, 4.59], [-2.03, 6.64, -1.31], [-2.56, 6.08, 0.29], [-2.85, 5.08, -1.14], [-0.08, 5.78, -0.02], [-0.39, 4.73, -1.42], [-1.27, 1.89, 3.23], [-2.03, 3.35, 2.59], [-0.37, 3.23, 5.16], [-2.15, 3.25, 5.11], [-1.22, 4.66, 4.55]],
  "lowdin_charge": [1.7990, -0.1317, -0.1638, -0.1504, -0.2705, -0.0281, -0.0912, -0.0730, -0.1510, 0.0930, -0.1609, -0.2965, -0.0273, -0.0643, -0.0604, -0.1218, 0.0799, -0.2738, -0.0405, -0.0791, -0.0712, -0.1336, 0.1280, 0.1205, 0.1138, 0.0282, 0.1300, 0.1131, 0.0999, 0.1009, 0.0394, 0.1334, 0.0704, 0.1217, 0.1033, 0.0791, 0.0943, 0.1093, 0.1004, 0.0990, 0.1057, -0.3921, 0.2208, -0.3603, -0.6053, -0.6057, 0.0964, -0.3311, -0.0425, -0.0693, -0.2863, -0.0748, -0.0533, 0.5631, -0.3812, -0.3400, -0.1873, -0.7275, 1.0050, -0.4375, -0.3187, -0.0937, 0.0691, 0.0607, 0.1163, 0.0938, 0.0701, 0.0993, 0.0405, 0.0833, 0.0129, -0.2350, 0.0104, -0.3324, 0.1040, -0.8477, 0.5786, 0.1098, -0.0389, 0.0896, 0.0610, 0.0772, 0.1099, 0.0877, 0.0803, 0.0722, 0.0746, -0.0822, -0.3356, -0.3019, 0.1118, -0.5446, 0.4296, -0.3272, -0.3096, -0.0704, 0.0685, 0.0694, 0.0572, 0.0707, 0.0865, 0.0932, 0.0858, 0.0592, 0.0674, 0.0733],
  "energy_ha": -4834.35734,
  "homo_energy_ev": -1.998,
  "de_lowest_kcal_mol": 0.0,
  "gap_ev": 5.69,
  "multiplicity": 1,
  "total_charge": -2
}

{
  "formula": "C12H32FO10P",
  "method": "ωB97M-V/def2-TZVPD",
  "symbols": ["C", "C", "C", "F", "C", "O", "C", "O", "C", "C", "P", "O", "O", "O", "H", "H", "H", "H", "H", "H", "H", "H", "H", "H", "H", "H", "C", "O", "H", "H", "H", "H", "C", "O", "H", "H", "H", "H", "C", "O", "H", "H", "H", "H", "C", "O", "H", "H", "H", "H", "C", "O", "H", "H", "H", "H"],
  "coordinates": [[1.87, -1.02, 2.42], [1.28, -2.29, 1.80], [0.24, -2.05, 0.73], [0.67, -1.12, -0.17], [-1.15, -1.66, 1.20], [-1.87, -2.80, 1.63], [-2.94, -2.39, 2.37], [-3.74, -3.16, 2.87], [-2.91, -0.86, 2.41], [-1.36, -0.67, 2.34], [-1.02, 1.09, 2.12], [0.08, 1.58, 2.96], [-2.35, 1.86, 2.46], [-0.70, 1.37, 0.59], [1.41, -0.82, 3.37], [1.76, -0.18, 1.77], [2.91, -1.21, 2.62], [2.10, -2.79, 1.31], [0.91, -2.98, 2.56], [0.12, -2.98, 0.19], [-1.61, -1.18, 0.33], [-3.40, -0.52, 3.30], [-3.40, -0.59, 1.49], [-1.04, -1.00, 3.31], [-2.14, 2.80, 2.48], [0.15, 1.83, 0.57], [-0.92, -0.46, -3.48], [-1.59, -0.34, -2.22], [-1.59, -0.96, -4.17], [-0.67, 0.52, -3.87], [-0.01, -1.06, -3.37], [-0.98, 0.10, -1.62], [1.62, 3.31, -1.43], [1.06, 3.52, -0.13], [0.87, 2.80, -2.04], [1.87, 4.26, -1.90], [2.51, 2.68, -1.38], [1.72, 3.96, 0.41], [-4.98, 1.20, -0.96], [-3.83, 0.91, -0.18], [-5.78, 1.48, -0.28], [-4.79, 2.03, -1.64], [-5.30, 0.32, -1.53], [-3.11, 0.66, -0.77], [5.88, -3.10, 2.84], [5.01, -2.47, 1.90], [5.32, -3.88, 3.34], [6.73, -3.56, 2.33], [6.24, -2.39, 3.58], [5.50, -1.78, 1.46], [0.55, 2.43, -5.74], [1.66, 2.13, -4.90], [-0.28, 2.72, -5.10], [0.78, 3.26, -6.41], [0.26, 1.56, -6.33], [2.40, 1.87, -5.46]],
  "lowdin_charge": [-0.0751, -0.1578, -0.2913, 0.0110, -0.2559, 0.0785, -0.4159, 0.1151, -0.0580, -0.2126, 0.4392, -0.2767, -0.0926, -0.1167, 0.0647, 0.0584, 0.0515, 0.1033, 0.1227, 0.1542, 0.1412, 0.1313, 0.1086, 0.1413, 0.0937, 0.0520, -0.1267, -0.1339, 0.0816, 0.0596, 0.0838, 0.0419, -0.1282, -0.1322, 0.0704, 0.0806, 0.0836, 0.0874, -0.1377, -0.1407, 0.0786, 0.0771, 0.0793, 0.0406, -0.1508, -0.1317, 0.0776, 0.0743, 0.0764, 0.0741, -0.1636, -0.1328, 0.0722, 0.0763, 0.0773, 0.0717],
  "energy_ha": -1670.07452,
  "homo_energy_ev": -9.844,
  "smiles": "CC[C@H](F)[C@H]1OC(=O)C[C@@H]1P(=O)(O)O.CO.CO.CO.CO.CO",
  "gap_ev": 10.29,
  "multiplicity": 1,
  "total_charge": 0
}